Entry 1:
Entry from the OMol25 dataset: 2 unconnected molecules or ions with the total composition C6H12S (ωB97M-V/def2-TZVPD).

Bonds (Å) are listed after each position.
Element x y z (Å)
1 C 1.250 -0.485 1.313  C2 1.299, C3 1.551, H8 1.041
2 C 0.638 -0.901 0.245  C1 1.299, H9 1.168
3 C 2.072 -1.363 2.292  C1 1.551, H10 1.016, H11 1.118, H12 1.111
4 C -2.023 0.882 -0.194  C6 1.552, H13 0.992, H14 1.103, H15 1.003
5 C -0.077 1.595 -1.754  C6 1.482, H16 1.106, H17 1.074, H18 1.015
6 C -0.995 0.524 -1.301  C4 1.552, C5 1.482, S7 1.820
7 S -1.508 -0.868 -2.356  C6 1.820, H19 1.331
8 H 1.263 0.552 1.396  C1 1.041
9 H 0.427 -2.006 -0.071  C2 1.168
10 H 2.358 -2.158 1.729  C3 1.016
11 H 1.283 -1.683 3.018  C3 1.118
12 H 2.836 -0.628 2.626  C3 1.111
13 H -2.116 0.145 0.463  C4 0.992
14 H -1.502 1.726 0.289  C4 1.103
15 H -2.912 1.071 -0.618  C4 1.003
16 H -0.714 2.456 -2.031  C5 1.106
17 H 0.492 1.151 -2.550  C5 1.074
18 H 0.640 1.805 -1.068  C5 1.015
19 H -1.414 -1.815 -1.426  S7 1.331

## Properties
* LUMO (alpha / beta): 0.56 / 0.17 eV
* HOMO-LUMO gap (alpha / beta): 8.873 / 7.705 eV

Results of the natural (NBO) charge analysis, in e, for atoms 1 through 4: C -0.3217; C -0.1333; C -0.6313; C -0.6646

Entry 2:
Entry from the OMol25 dataset: C6H12Si in the gas phase (ωB97M-V/def2-TZVPD).

Bonds (Å) are listed after each position.
Element x y z (Å)
1 C 0.033 2.079 0.616  C2 1.305, C5 1.547, H8 1.136
2 C 0.800 1.927 -0.429  C1 1.305, C6 1.467, H9 1.089
3 C 0.977 -1.402 0.926  Si7 1.904, H10 1.086, H11 1.037, H12 1.131
4 C -1.438 -1.689 -0.953  Si7 1.821, H13 1.092, H14 1.099, H15 1.074
5 C -0.820 0.878 1.088  C1 1.547, Si7 1.924, H16 1.059, H17 1.071
6 C 0.738 0.642 -1.134  C2 1.467, Si7 1.839, H18 1.122, H19 1.075
7 Si -0.312 -0.504 -0.151  C3 1.904, C4 1.821, C5 1.924, C6 1.839
8 H 0.367 2.888 1.340  C1 1.136
9 H 1.468 2.681 -0.844  C2 1.089
10 H 0.845 -1.406 2.004  C3 1.086
11 H 1.135 -2.387 0.644  C3 1.037
12 H 1.851 -0.743 0.643  C3 1.131
13 H -1.874 -2.292 -0.153  C4 1.092
14 H -2.254 -1.155 -1.461  C4 1.099
15 H -0.894 -2.389 -1.558  C4 1.074
16 H -0.878 0.877 2.146  C5 1.059
17 H -1.815 1.030 0.724  C5 1.071
18 H 1.758 0.219 -1.333  C6 1.122
19 H 0.312 0.745 -2.115  C6 1.075

## Properties
* structure (SMILES): C[Si]1(C)CC=CC1
* LUMO: 0.91 eV
* HOMO-LUMO gap: 9.567 eV

Results of the natural (NBO) charge analysis, in e, for atoms 1 through 4: C -0.1794; C -0.1968; C -1.0864; C -1.1304

Going through the records in order, we get ΔE to the lowest compared entry with this formula, charge and spin values of 124.8; 18.3 kcal/mol.
Going through the records in order, we get max |F| values of 6.2; 3.9 eV/A.